(1)
{"formula": "C18H48ClN3O6", "method": "ωB97M-V with the def2-TZVPD basis set", "gap_ha": 0.3423, "lumo_energy_ev": -4.2, "de_lowest_kj_mol": 0.0, "total_charge": 2, "max_force_ev_per_a": 2.97, "homo_ev": -13.5, "species": ["C", "O", "C", "C", "N", "H", "H", "C", "C", "O", "C", "H", "H", "H", "H", "H", "H", "H", "H", "H", "H", "H", "H", "H", "H", "C", "O", "C", "C", "N", "H", "H", "C", "C", "O", "C", "H", "H", "H", "H", "H", "H", "H", "H", "H", "H", "H", "H", "H", "H", "C", "O", "C", "C", "N", "H", "H", "C", "C", "O", "C", "H", "H", "H", "H", "H", "H", "H", "H", "H", "H", "H", "H", "H", "H", "Cl"], "positions_angstrom": [[-7.019100, -21.305315, 7.760129], [-8.210727, -21.790835, 7.143962], [-8.613832, -23.035714, 7.573038], [-10.028299, -23.203809, 7.105134], [-10.141125, -22.934344, 5.594021], [-9.408230, -22.299148, 5.275879], [-10.023023, -23.802370, 5.036280], [-11.455695, -22.282596, 5.223596], [-11.718913, -22.259682, 3.788681], [-13.046342, -21.960135, 3.651204], [-13.693674, -22.749170, 2.610809], [-6.226433, -22.038127, 7.836014], [-7.383618, -20.983539, 8.733520], [-6.584993, -20.446483, 7.201724], [-8.608420, -22.998844, 8.657568], [-7.919879, -23.867408, 7.281980], [-10.683817, -22.478927, 7.636870], [-10.346309, -24.257761, 7.343193], [-11.415578, -21.257834, 5.633935], [-12.252233, -22.860017, 5.756381], [-11.511920, -23.304775, 3.352841], [-11.027289, -21.538339, 3.277722], [-14.690009, -22.356853, 2.479862], [-13.743698, -23.827374, 2.932805], [-13.146781, -22.488414, 1.659243], [-9.020113, -15.839254, 7.505567], [-7.614750, -15.747273, 7.713223], [-7.108410, -14.539003, 7.158426], [-5.640597, -14.579154, 7.158200], [-5.141710, -14.801774, 8.497945], [-5.445267, -15.647625, 8.888657], [-4.145203, -14.978259, 8.469010], [-5.385828, -13.719073, 9.543898], [-4.841582, -12.417264, 9.041542], [-3.521777, -12.719255, 8.562237], [-2.881100, -11.559425, 8.122276], [-9.522425, -15.319105, 8.299950], [-9.328554, -16.893761, 7.697392], [-9.262399, -15.540944, 6.480303], [-7.508015, -13.762560, 7.768156], [-7.444800, -14.362569, 6.124165], [-5.347873, -13.598138, 6.813325], [-5.347241, -15.407955, 6.564804], [-4.720938, -14.026802, 10.372082], [-6.358019, -13.720447, 9.954652], [-4.794504, -11.684731, 9.922279], [-5.541125, -12.065359, 8.266982], [-2.318264, -11.163550, 8.935346], [-3.655018, -10.884591, 7.659168], [-2.100676, -11.724750, 7.344930], [-3.142537, -13.834601, 14.253135], [-3.698546, -14.531310, 13.128539], [-5.134272, -14.653512, 13.157164], [-5.690379, -15.866435, 13.893411], [-5.222890, -17.145377, 13.310901], [-5.936312, -17.829385, 13.533611], [-5.207754, -17.058613, 12.269049], [-3.914582, -17.620271, 13.779820], [-3.594791, -18.977134, 13.223952], [-4.760546, -19.757368, 13.361592], [-4.850034, -21.034606, 12.665320], [-2.856798, -12.797308, 14.118374], [-2.204052, -14.257327, 14.625419], [-3.859653, -13.893847, 15.079190], [-5.541264, -14.782895, 12.151505], [-5.588306, -13.749362, 13.656952], [-6.735940, -15.849157, 13.661821], [-5.618749, -15.873392, 14.998214], [-3.971045, -17.663283, 14.872869], [-3.080164, -16.927170, 13.601698], [-2.669863, -19.334008, 13.749031], [-3.356309, -19.080498, 12.189692], [-4.413580, -21.043631, 11.683626], [-5.912239, -21.289700, 12.434427], [-4.492965, -21.868317, 13.276311], [-5.172765, -17.269048, 10.346932]], "forces_ev_per_angstrom": [[-0.28, 0.91, 0.09], [0.72, 0.79, -1.83], [0.67, -0.44, 0.50], [-0.50, -0.85, 0.17], [-0.42, -0.38, -0.03], [0.42, 0.02, 0.46], [-0.11, 0.45, 0.54], [-0.23, -0.22, 2.75], [1.21, -1.47, -2.15], [-1.36, -0.07, -0.58], [0.90, 0.61, -0.17], [-0.02, -0.49, 0.06], [0.75, 0.22, 0.38], [-0.75, -0.56, 0.26], [-0.27, -0.53, 0.51], [-0.50, 0.56, -0.11], [0.38, -0.49, -0.65], [-0.05, 1.13, -0.57], [-0.09, -0.52, 0.01], [0.61, 0.53, -0.47], [-0.03, 1.21, 0.43], [-0.57, -0.44, 0.06], [-0.30, 0.04, 0.26], [0.29, 0.99, -0.69], [-0.49, -1.04, 0.76], [0.31, -1.58, 0.44], [0.23, -0.02, -0.84], [-1.48, -1.00, -0.07], [-0.70, 0.73, 0.12], [0.87, 1.98, 0.73], [-1.32, -2.38, 1.02], [0.55, 0.49, -0.04], [2.76, -1.02, 0.42], [0.29, 0.33, 0.96], [-1.55, -0.60, -0.01], [0.19, 0.95, -1.80], [-0.52, 0.94, -0.02], [0.45, 0.57, -0.51], [-0.33, 0.07, 0.33], [-0.20, 1.22, 0.40], [-0.05, -0.19, 0.19], [0.82, -0.11, -0.39], [0.73, -0.46, -0.78], [-0.30, -0.05, -0.34], [-1.32, 0.00, -0.22], [-0.19, -0.77, -1.32], [0.61, 0.56, -0.06], [0.02, 1.01, 0.77], [1.02, -0.16, 0.66], [-0.78, -0.57, 0.33], [-0.29, -0.41, 1.00], [-0.52, 0.12, -0.14], [0.39, 0.76, 1.17], [0.22, 0.26, 0.45], [0.14, 0.83, 0.50], [0.21, -0.67, -0.09], [-0.03, -0.18, -0.60], [0.93, -0.03, 0.79], [0.57, -1.33, 0.18], [-0.86, -1.37, 0.26], [-1.08, 0.19, 0.58], [-0.55, 0.37, -0.77], [-0.23, -0.68, -0.44], [0.18, 0.17, 0.07], [0.55, 0.42, -0.13], [0.33, -0.72, -0.70], [-0.82, 0.13, 0.05], [0.40, -0.04, -0.59], [-0.15, -0.28, -0.09], [-0.67, 0.08, -0.51], [-0.88, -0.12, 0.05], [0.45, 1.01, -1.06], [0.85, 0.37, -0.34], [0.49, 0.71, 0.63], [0.36, 0.32, -0.01], [-0.06, 0.20, -0.21]], "lowdin_charge": [-0.0539, -0.2122, -0.2601, -0.0759, 0.0709, 0.1669, 0.1923, -0.1262, -0.3042, -0.1820, -0.0413, 0.0918, 0.0948, 0.1088, 0.1330, 0.1533, 0.1487, 0.1604, 0.1574, 0.1625, 0.1497, 0.1521, 0.0855, 0.1125, 0.1142, -0.0804, -0.1899, -0.2260, -0.1121, 0.0393, -0.0426, 0.1641, -0.0957, -0.2044, -0.1917, -0.0970, 0.0837, 0.0995, 0.0953, 0.1200, 0.1454, 0.1362, 0.1455, 0.1179, 0.1253, 0.1683, 0.1248, 0.0827, 0.1120, 0.1058, -0.0822, -0.1933, -0.1992, -0.1132, -0.0025, 0.1633, -0.0781, -0.1168, -0.2220, -0.2046, -0.0574, 0.0861, 0.0918, 0.0877, 0.0804, 0.1493, 0.1271, 0.1478, 0.1430, 0.1424, 0.1484, 0.0961, 0.0749, 0.0933, 0.0903, -0.0775]}

***

(2)
{"formula": "C33H30OP", "method": "ωB97M-V with the def2-TZVPD basis set", "gap_ha": 0.1821, "lumo_energy_ev": -5.3, "total_charge": 1, "max_force_ev_per_a": 2.87, "homo_ev": -10.2, "species": ["C", "O", "C", "C", "C", "C", "C", "C", "C", "C", "C", "C", "C", "C", "C", "C", "H", "H", "H", "H", "H", "H", "H", "H", "H", "H", "H", "H", "H", "H", "H", "C", "C", "C", "C", "P", "C", "C", "C", "C", "C", "C", "C", "C", "C", "C", "C", "C", "C", "C", "H", "H", "H", "H", "H", "H", "H", "H", "H", "H", "H", "H", "H", "H", "H"], "positions_angstrom": [[-1.769305, 2.434914, -7.144447], [-2.382038, 1.672439, -6.129642], [-1.516962, 1.188966, -5.162081], [-2.061098, 0.371789, -4.150393], [-1.268854, -0.215828, -3.208336], [0.140199, -0.044107, -3.220916], [0.933531, -0.778704, -2.315872], [2.346480, -0.952677, -2.282427], [2.935912, -1.535142, -1.142774], [4.299328, -1.664913, -1.033023], [5.143647, -1.233937, -2.049879], [6.625856, -1.339078, -1.891196], [4.570476, -0.721108, -3.211858], [3.208135, -0.602726, -3.342299], [0.666176, 0.876108, -4.162503], [-0.130718, 1.446421, -5.112535], [-2.538777, 2.815181, -7.817864], [-1.239415, 3.278948, -6.705620], [-1.078196, 1.814607, -7.715012], [-3.122307, 0.197263, -4.168297], [-1.709460, -0.853517, -2.459526], [0.392171, -1.286057, -1.535930], [2.297056, -1.873149, -0.345582], [4.728877, -2.094342, -0.144241], [7.161397, -0.783089, -2.662073], [6.939531, -0.935516, -0.926748], [6.962445, -2.376211, -1.943341], [5.211630, -0.414888, -4.019538], [2.804739, -0.311270, -4.295127], [1.695502, 1.181520, -4.087956], [0.318685, 2.104636, -5.832987], [-0.138845, 3.788564, 2.635898], [0.854108, 2.958792, 2.152416], [0.582284, 1.621857, 1.918396], [-0.674254, 1.124333, 2.178395], [-0.910007, -0.644833, 1.921690], [-0.321766, -1.234993, 3.522296], [-0.316605, -2.598503, 3.709056], [0.069708, -3.124866, 4.929498], [0.456300, -2.279960, 5.951706], [0.435789, -0.912195, 5.765722], [0.045994, -0.390837, 4.547574], [-2.683036, -0.730790, 2.235260], [-3.510379, -0.439459, 1.175380], [-4.883479, -0.431382, 1.355579], [-5.416188, -0.723230, 2.596925], [-4.582625, -1.000186, 3.660983], [-3.212931, -1.003682, 3.478078], [-1.660557, 1.947521, 2.676462], [-1.394409, 3.282941, 2.907124], [0.073424, 4.828117, 2.825877], [1.845366, 3.344890, 1.980534], [1.348447, 0.952856, 1.556433], [-0.639583, -3.240508, 2.903298], [0.043632, -4.190269, 5.088934], [0.749936, -2.687943, 6.905202], [0.701564, -0.249759, 6.573673], [0.013626, 0.675597, 4.404492], [-3.073819, -0.196083, 0.217690], [-5.533160, -0.174406, 0.535465], [-6.484651, -0.709825, 2.740665], [-4.994192, -1.193579, 4.638854], [-2.560083, -1.201307, 4.310728], [-2.633418, 1.545961, 2.902668], [-2.160835, 3.920634, 3.317072]], "forces_ev_per_angstrom": [[0.26, 0.52, -0.66], [1.34, -1.15, 2.26], [-0.83, 0.06, -0.76], [-0.43, 0.18, -0.43], [0.20, 0.00, -0.10], [0.36, 0.05, 0.25], [0.23, 0.34, -0.42], [-0.21, 0.02, -0.25], [-0.09, -0.03, 0.06], [-0.22, -0.02, 0.17], [0.19, 0.07, 0.04], [0.27, 0.20, -0.11], [-0.14, 0.10, -0.07], [0.16, -0.11, -0.10], [-0.25, -0.12, 0.23], [-0.22, 0.36, -0.58], [-0.04, -0.20, 0.28], [0.02, 0.12, -0.11], [0.06, 0.02, -0.06], [-0.23, -0.02, 0.06], [-0.10, -0.14, 0.10], [-0.22, -0.19, 0.33], [-0.16, -0.02, 0.26], [0.03, -0.10, 0.20], [-0.12, -0.05, -0.01], [-0.06, -0.10, 0.02], [-0.09, -0.03, 0.05], [0.12, -0.01, -0.23], [0.03, 0.03, -0.09], [0.00, 0.08, -0.11], [0.08, 0.19, -0.06], [0.09, 0.26, 0.12], [0.28, -0.13, -0.05], [0.33, 0.49, -0.09], [-0.15, -0.31, -0.36], [0.16, -0.15, -0.29], [0.22, 0.14, -0.44], [0.18, -0.50, 0.28], [-0.15, -0.23, -0.16], [0.00, -0.10, 0.27], [0.03, 0.09, 0.12], [0.16, 0.22, 0.32], [0.35, -0.32, -0.13], [-0.60, -0.01, -0.23], [0.08, 0.15, -0.25], [-0.29, 0.10, 0.00], [0.00, -0.03, 0.17], [-0.27, -0.10, 0.33], [-0.27, 0.34, 0.12], [-0.12, 0.07, 0.05], [0.05, 0.16, 0.01], [0.15, 0.10, -0.08], [0.21, -0.04, -0.10], [0.00, -0.21, -0.08], [0.06, -0.18, 0.02], [0.06, -0.08, 0.13], [0.09, 0.09, 0.11], [0.05, 0.16, 0.07], [-0.03, 0.01, -0.21], [-0.14, -0.02, -0.15], [-0.15, -0.02, 0.00], [-0.07, -0.07, 0.11], [0.02, -0.07, 0.16], [-0.16, 0.03, 0.04], [-0.12, 0.12, 0.02]], "lowdin_charge": [-0.0671, -0.0359, -0.1820, 0.0312, 0.0177, -0.1841, 0.1300, -0.1869, 0.0145, -0.0096, -0.2293, -0.0242, -0.0044, 0.0004, 0.0105, 0.0161, 0.1072, 0.0973, 0.1049, 0.1312, 0.1249, 0.1174, 0.1202, 0.1269, 0.0864, 0.0956, 0.1006, 0.1223, 0.1066, 0.1134, 0.1113, -0.0834, -0.0808, -0.1272, -0.4273, 1.0691, -0.4262, -0.1221, -0.0760, -0.0821, -0.0676, -0.0814, -0.4264, -0.1237, -0.0776, -0.0812, -0.0643, -0.0796, -0.0788, -0.0656, 0.1047, 0.1020, 0.0926, 0.1014, 0.1046, 0.1051, 0.1074, 0.1013, 0.0882, 0.1020, 0.1056, 0.1087, 0.1038, 0.1032, 0.1081]}

***

(3)
{"formula": "C12H16AuN3O6PS2Te", "method": "ωB97M-V with the def2-TZVPD basis set", "gap_ha": 0.2649, "lumo_energy_ev": 2.2, "de_lowest_kj_mol": 0.0, "total_charge": -1, "max_force_ev_per_a": 0.34, "homo_ev": -5.0, "species": ["Au", "O", "S", "O", "O", "C", "C", "C", "C", "C", "C", "S", "O", "O", "O", "H", "H", "H", "H", "Te", "C", "N", "C", "N", "C", "N", "C", "P", "C", "C", "H", "H", "H", "H", "H", "H", "H", "H", "H", "H", "H", "H"], "positions_angstrom": [[-1.391513, 0.132852, -1.998684], [-4.033578, -3.908406, -0.689535], [-3.272393, -2.781374, -1.133432], [-3.191346, -2.898725, -2.688144], [-3.683413, -1.457711, -0.795059], [-1.558961, -3.069977, -0.669960], [-0.887860, -3.974303, -1.490446], [0.425350, -4.328791, -1.238937], [1.080281, -3.782163, -0.148940], [0.415030, -2.891375, 0.676954], [-0.904180, -2.514457, 0.435911], [-1.607802, -1.315643, 1.605172], [-0.529855, -1.098876, 2.564225], [-2.788726, -1.945722, 2.139236], [-1.843790, -0.121386, 0.791444], [-1.408024, -4.396418, -2.337432], [0.928208, -5.028559, -1.894342], [2.107286, -4.051574, 0.066490], [0.900539, -2.469193, 1.545328], [-2.330656, -1.435473, -3.836262], [1.324884, 2.162312, 2.035643], [0.330890, 3.107631, 1.518930], [0.998558, 4.068417, 0.650705], [1.759311, 3.464543, -0.444839], [2.712438, 2.516874, 0.136185], [2.108161, 1.504501, 0.989487], [1.272813, 0.575589, 0.225452], [-0.124620, 1.447079, -0.609211], [-0.758563, 2.413127, 0.828246], [0.865679, 2.796514, -1.397073], [0.820373, 1.399506, 2.629692], [2.015892, 2.718708, 2.674526], [1.697588, 4.647985, 1.259165], [0.253947, 4.749665, 0.232046], [3.423033, 3.089613, 0.738315], [3.258246, 2.023966, -0.671303], [0.850268, -0.168272, 0.896280], [1.875503, 0.060285, -0.526682], [-1.253901, 1.708609, 1.496894], [-1.497977, 3.140249, 0.483681], [0.188230, 3.535010, -1.834068], [1.454650, 2.375362, -2.215656]], "forces_ev_per_angstrom": [[0.03, -0.13, -0.20], [0.05, -0.05, 0.01], [-0.09, 0.00, -0.12], [0.03, -0.07, 0.10], [-0.04, 0.00, 0.14], [0.02, 0.01, 0.02], [-0.05, -0.01, 0.05], [0.00, 0.00, 0.00], [0.00, -0.01, 0.01], [-0.04, -0.01, 0.01], [0.00, 0.02, -0.05], [-0.08, -0.22, -0.01], [0.03, 0.05, 0.04], [0.04, 0.05, -0.04], [-0.10, -0.29, 0.14], [-0.02, 0.00, -0.03], [0.00, 0.01, 0.00], [-0.01, 0.01, 0.00], [0.02, -0.01, 0.00], [0.03, 0.13, -0.09], [-0.05, 0.04, 0.02], [0.06, 0.06, -0.03], [0.00, -0.02, 0.02], [0.05, 0.06, 0.01], [-0.02, 0.03, -0.02], [0.02, -0.03, 0.02], [-0.06, 0.05, -0.09], [0.08, 0.15, 0.01], [-0.01, 0.08, 0.13], [0.01, -0.04, 0.02], [-0.02, -0.01, -0.01], [0.01, 0.01, 0.00], [0.01, 0.01, 0.00], [0.00, -0.01, 0.00], [0.00, 0.00, 0.00], [0.00, 0.00, -0.01], [-0.01, -0.04, 0.08], [0.00, 0.01, 0.00], [0.09, 0.19, -0.08], [0.00, 0.01, -0.02], [-0.01, -0.01, 0.00], [0.01, 0.00, -0.01]], "lowdin_charge": [0.2800, -0.2668, 0.4465, -0.8473, -0.3466, -0.2596, -0.0885, -0.0790, -0.0767, -0.0758, -0.2148, 0.4297, -0.3632, -0.3040, -0.4709, 0.1056, 0.1008, 0.1000, 0.1014, 0.6915, -0.1753, -0.1477, -0.2074, -0.1594, -0.2063, -0.1448, -0.2876, 0.8549, -0.2872, -0.3222, 0.1275, 0.1221, 0.1197, 0.1215, 0.1204, 0.1220, 0.0537, 0.0961, 0.0735, 0.0966, 0.0844, 0.0832]}